[1]
Computed, not measured: one molecule with the formula C10H13NO at a distorted geometry, with ωB97M-V/def2-TZVPD.

Geometry as ORCA input:
```
! RIJCOSX wB97M-V def2-TZVPD def2/J DEFGRID3
* xyz 0 1
O 1.5304 0.3534 3.5676
N 1.2278 -0.2086 1.3428
C -0.5862 -1.3693 -1.5678
C -1.7158 -0.4482 -1.6450
C 0.7666 2.0494 2.2017
C -1.7722 0.2812 -3.0208
C -1.8494 0.4952 -0.4915
C -1.1545 0.4498 0.5860
C 1.1652 0.7864 2.5009
C 0.3035 -1.4319 -0.5698
C 2.5263 -0.8294 1.4980
C 0.2524 -0.4735 0.4800
H -0.5949 -2.1878 -2.1760
H 0.9653 -2.1822 -0.4985
H 2.7450 -1.2969 2.4291
H -2.7240 0.9306 -3.0733
H 1.1129 2.7344 3.0223
H -2.5407 1.2531 -0.6409
H 2.7547 -1.5991 0.7519
H -1.8008 -0.3167 -3.8712
H -0.7746 0.8164 -3.0838
H -1.1345 1.1290 1.4310
H 3.2822 -0.0531 1.3779
H -2.6022 -1.1773 -1.7532
H 0.6176 2.2954 1.2028
*
```

Properties
E_HOMO (spin up / spin down)   -6.767 / -6.768 eV
E_tot   -518.67942 Eh
Gap between HOMO and LUMO (spin up / spin down)   6.08 / 6.08 eV
LUMO level (spin up / spin down)   -0.7 / -0.7 eV
Energy above the lowest of the compared OMol25 structures with the same formula, charge and spin   4.449 eV

[2]
Computed, not measured: one molecule with the formula C10H13NO4 at a distorted geometry, with ωB97M-V/def2-TZVPD.

Geometry as ORCA input:
```
! RIJCOSX wB97M-V def2-TZVPD def2/J DEFGRID3
* xyz 0 1
O 0.3757 -2.3258 1.8072
O 0.3645 2.6807 0.0974
O -2.8589 -0.3885 0.2822
O -2.7263 -2.2137 -0.9329
N 1.2480 0.6275 0.0345
C 0.2346 1.4891 -0.1548
C -2.3746 0.9086 0.3346
C 2.5747 1.1907 0.1459
C -1.2215 -0.2983 -1.3328
C -2.9617 1.8264 1.0987
C -2.3506 -1.1367 -0.7103
C -1.1502 1.1046 -0.6667
C 1.2851 -0.7808 0.2684
C 0.5085 -1.1377 1.2671
C 2.1727 -1.5932 -0.5761
H 3.2077 -1.6171 -0.4331
H 3.2771 0.4334 -0.1900
H -0.4138 -1.0034 -1.2699
H -3.7880 1.4161 1.5955
H 1.9362 -2.6360 -0.6909
H -2.7560 2.9047 1.2518
H 2.2202 -1.1688 -1.4886
H -0.0687 -0.3388 1.8432
H 0.5782 -3.0867 1.2440
H -1.3765 -0.2429 -2.3767
H 2.5274 2.2146 -0.2536
H 2.9188 1.2984 1.3265
H -1.3827 1.8735 -1.5205
*
```

Properties
SMILES   C=C1OC(=O)C[C@@H]1C(=O)N(C)/C(C)=C/O
E_HOMO   -8.803 eV
E_tot   -744.47786 Eh
Gap between HOMO and LUMO   9.22 eV
LUMO level   0.4 eV
Energy above the lowest of the compared OMol25 structures with the same formula, charge and spin   2.413 eV

[3]
Computed, not measured: a 2-piece molecular cluster, C10H13O2 overall at a distorted geometry, with ωB97M-V/def2-TZVPD.

Geometry as ORCA input:
```
! RIJCOSX wB97M-V def2-TZVPD def2/J DEFGRID3
* xyz -2 2
O 3.6760 0.7974 1.2002
O 3.8667 -1.2991 2.0373
C -0.8037 -0.0684 -0.6108
C -1.9752 1.1626 -2.4289
C -0.8791 0.9678 -1.5849
C 1.4990 -1.1024 3.1037
C 0.4490 1.6085 -1.8820
C -3.0865 0.2642 -2.2169
C -1.9486 -0.8412 -0.4579
C 3.2571 -0.2919 1.6201
C -3.1136 -0.6614 -1.2122
C 1.7929 -0.5079 1.7775
H 1.0783 1.0202 -2.5260
H 0.3449 2.6102 -2.2010
H -1.9817 2.0463 -3.2114
H -4.0359 0.5510 -2.5431
H 0.1466 -0.4154 -0.1321
H 1.5460 -1.1583 1.0009
H 1.0776 1.5430 -0.9170
H -2.1354 -1.6564 0.2332
H 1.1458 0.3946 1.5634
H 2.1845 -0.7927 3.9663
H 0.4338 -0.9148 3.3816
H -4.0855 -1.1615 -1.1290
H 1.5469 -2.0946 3.1689
*
```

Properties
E_HOMO (spin up / spin down)   3.176 / -1.720 eV
E_tot   -539.19989 Eh
Gap between HOMO and LUMO (spin up / spin down)   3.08 / 7.89 eV
LUMO level (spin up / spin down)   6.3 / 6.2 eV
Energy above the lowest of the compared OMol25 structures with the same formula, charge and spin   1.455 eV

[4]
Computed, not measured: C10H14B2CuF4N6 as an isolated structure at a distorted geometry, with ωB97M-V/def2-TZVPD.

Geometry as ORCA input:
```
! RIJCOSX wB97M-V def2-TZVPD def2/J DEFGRID3
* xyz 0 2
Cu -0.7380 -1.2747 0.3132
F 0.5236 1.7121 4.0605
F 1.0228 -0.4730 3.3910
F -0.5848 -0.1232 5.0085
F -1.0318 0.5723 2.8468
N 1.1477 -1.0501 -0.1014
N -0.0014 1.3532 0.3700
N 1.5867 -0.4267 -1.2884
N -1.5391 -0.3701 -0.9043
N 0.5088 1.7278 -0.8515
N -0.8350 0.0869 -2.0560
C 0.8513 3.0346 -0.8414
C 2.1823 -1.8030 0.3692
C -2.7581 -0.7709 -1.3416
C -1.6262 -0.0546 -3.1331
C -2.8517 -0.5640 -2.7260
C 0.0787 2.4311 1.1579
C 2.7961 -0.9218 -1.6133
C -1.7395 -1.8550 1.8951
C 0.5835 3.5279 0.4349
C 3.2197 -1.7926 -0.5795
B -0.0005 0.3966 3.8432
B 0.6369 0.6305 -1.9451
H 4.1133 -2.3472 -0.5312
H -2.4708 -2.3984 1.2762
H -3.7179 -0.7648 -3.3261
H -0.8093 -2.4346 2.0436
H -1.2191 0.2329 -4.0800
H -3.4644 -1.1801 -0.6208
H 0.7359 4.5144 0.8247
H 3.2538 -0.6538 -2.5382
H -0.0072 -2.1088 -0.9941
H 1.0670 1.0190 -2.9739
H -2.1410 -1.4511 2.8219
H 1.2528 3.4825 -1.7374
H 2.1218 -2.2676 1.3237
H -0.1468 2.3643 2.2029
*
```

Properties
E_HOMO (spin up / spin down)   -8.530 / -8.530 eV
E_tot   -2807.65096 Eh
Gap between HOMO and LUMO (spin up / spin down)   5.10 / 5.09 eV
LUMO level (spin up / spin down)   -3.4 / -3.4 eV
Energy above the lowest of the compared OMol25 structures with the same formula, charge and spin   3.185 eV

[5]
Computed, not measured: C10H14BBrN6Pt as an isolated structure at a distorted geometry, with ωB97M-V/def2-TZVPD.

Geometry as ORCA input:
```
! RIJCOSX wB97M-V def2-TZVPD def2/J DEFGRID3
* xyz 2 5
Pt 2.1656 0.6621 1.4313
Br 1.4805 0.1185 3.6680
N -1.2826 0.0775 -1.6014
N 1.8147 -0.5707 -0.0997
N 1.2143 1.8586 0.1294
N -1.4715 -0.0710 -0.2689
N 0.7473 1.7505 -1.1752
N 1.3085 -0.4637 -1.3852
C 2.6603 -2.2089 -1.3118
C 2.4581 -1.7715 -0.0140
C 1.1305 3.8885 -0.7560
C -2.7241 -0.4577 -0.0490
C 1.9430 -1.3744 -2.1393
C 1.2097 3.1883 0.4431
C 0.8492 2.9637 -1.7426
C -1.9040 -2.2620 4.7004
C -3.4137 -0.5573 -1.2873
C -2.4517 -0.2023 -2.2692
B 0.2471 0.5123 -1.9669
H -2.4914 -0.1194 -3.3624
H 1.2902 4.9308 -0.9021
H -2.6766 -2.8801 4.2310
H -1.3705 -2.8730 5.4374
H 1.2901 3.5196 1.4633
H 0.7526 3.0804 -2.8046
H 3.2848 -3.0184 -1.6221
H -3.0056 -0.6221 0.9847
H -4.4493 -0.8402 -1.4004
H -1.1913 -1.9302 3.9359
H 2.7406 -2.1741 0.9456
H 1.8658 -1.3435 -3.2101
H -2.3458 -1.4577 5.1649
H 0.3252 0.6477 -3.1666
*
```

Properties
E_HOMO (spin up / spin down)   -16.202 / -16.338 eV
E_tot   -3435.38842 Eh
Gap between HOMO and LUMO (spin up / spin down)   9.24 / 5.51 eV
LUMO level (spin up / spin down)   -7.0 / -10.8 eV
Energy above the lowest of the compared OMol25 structures with the same formula, charge and spin   1.691 eV

[6]
Computed, not measured: a 2-piece molecular cluster, C10H14Br2FO3 overall at a distorted geometry, with ωB97M-V/def2-TZVPD.

Geometry as ORCA input:
```
! RIJCOSX wB97M-V def2-TZVPD def2/J DEFGRID3
* xyz -1 1
Br 0.3750 -0.2296 2.5591
Br 1.6873 -0.1284 -1.9387
F 4.9882 -3.2335 1.4910
O -2.1825 1.2538 -2.4730
O -3.8605 1.8690 -1.1030
O -4.1919 1.8551 -3.3142
C 3.6148 -1.4461 0.7017
C -3.2929 1.6210 -2.3139
C 3.8953 -2.3918 1.8619
C -5.1171 2.5052 -1.3186
C -5.4733 2.0561 -2.7207
C 2.9081 -0.1323 1.0767
C 4.2572 -1.7190 3.1791
C -0.7277 -0.2023 -0.3792
C 1.4969 -0.1796 0.8737
C 0.7674 -0.1899 -0.2478
H -1.1309 0.8046 -0.3649
H 4.5778 -1.2169 0.2405
H -6.0191 1.1101 -2.7292
H -1.0191 -0.6393 -1.3304
H 4.4279 -0.6539 3.0767
H 3.4985 -1.9270 3.9294
H 3.0297 -1.9609 -0.0711
H -6.0406 2.7991 -3.2764
H 3.0628 -3.0737 2.0376
H 3.2925 0.6533 0.4249
H -5.8397 2.1875 -0.5708
H -1.1811 -0.7907 0.4116
H 5.1793 -2.1865 3.5359
H -4.9823 3.5866 -1.2481
*
```

Properties
E_HOMO   -2.174 eV
E_tot   -5863.01861 Eh
Gap between HOMO and LUMO   4.34 eV
LUMO level   2.2 eV

[7]
Computed, not measured: C10H14BrN3O3PtSe4 as an isolated structure at a distorted geometry, with ωB97M-V/def2-TZVPD.

Geometry as ORCA input:
```
! RIJCOSX wB97M-V def2-TZVPD def2/J DEFGRID3
* xyz -2 3
Pt -1.3234 1.0055 1.3142
Br -0.6200 1.1584 -3.5388
Se -0.3578 0.9766 3.9343
Se -1.6935 1.8411 5.4705
Se -3.6406 2.5517 4.2220
Se -3.4018 2.0910 1.9914
O -2.9666 -2.9895 0.8834
O -0.4288 2.7044 1.0124
O -2.2200 -0.9797 1.4849
N -2.3078 -2.5696 -3.0841
N 3.3989 0.7329 -0.1193
N 0.6338 0.1419 0.5313
C -2.1827 -1.6266 -0.8619
C 1.0127 0.8956 -0.6728
C 2.3944 0.5708 -1.2016
C 3.0631 -0.0692 1.0821
C -1.4127 -0.3979 -2.7518
C 1.6614 0.2639 1.5649
C -1.7667 -1.4538 -3.5681
C -1.6260 -0.4642 -1.3867
C -2.4734 -1.8796 0.6417
C -2.5004 -2.6396 -1.7659
H -2.9365 -3.5548 -1.3873
H 2.4766 -0.4599 -1.5541
H -1.3447 0.3633 -0.6981
H 1.6193 1.2901 1.9427
H 0.9119 1.9625 -0.4169
H 1.4021 -0.3955 2.3953
H -1.6078 -1.4115 -4.6405
H 0.2632 0.6823 -1.4259
H 4.3955 0.4727 -0.4826
H 3.8106 0.1723 1.8403
H 3.1630 -1.1182 0.7984
H 0.4788 -0.8400 0.3088
H 3.4445 1.7239 0.1453
H 2.6816 1.2487 -2.0071
*
```

Properties
E_HOMO (spin up / spin down)   0.734 / -0.315 eV
E_tot   -13078.38701 Eh
Gap between HOMO and LUMO (spin up / spin down)   3.44 / 4.20 eV
LUMO level (spin up / spin down)   4.2 / 3.9 eV
Energy above the lowest of the compared OMol25 structures with the same formula, charge and spin   2.491 eV

[8]
Computed, not measured: one molecule with the formula C10H14BrNO3 at a distorted geometry, with ωB97M-V/def2-TZVPD.

Geometry as ORCA input:
```
! RIJCOSX wB97M-V def2-TZVPD def2/J DEFGRID3
* xyz 0 1
Br 3.6817 0.4279 0.1399
O 1.2501 -2.9030 0.8362
O 1.2149 2.7675 -0.5212
O 1.8977 -2.3491 -1.1106
N 1.4389 -2.0605 -0.0100
C -0.0286 0.8182 1.6500
C -1.5931 1.9705 -0.0780
C -0.4115 1.0334 0.1719
C -0.3666 -0.3714 -0.3548
C -0.6772 -0.4110 -1.9272
C -1.5178 -1.2641 0.2275
C 1.0318 -0.7453 0.1530
C 1.8598 0.3559 -0.6339
C 0.8238 -0.4096 1.6567
C 0.9700 1.5929 -0.4308
H 2.1108 0.0534 -1.5926
H -1.8869 -1.9276 -0.5393
H -1.4896 2.6402 -0.8515
H 1.7917 -0.2226 2.1267
H -1.7508 -0.0833 -1.9910
H -2.3857 1.3881 -0.4396
H 0.3199 -1.4014 2.2004
H 0.6112 1.6143 2.0241
H -0.7015 -1.3985 -2.4568
H 0.0481 0.0439 -2.6432
H -1.0798 -1.8991 1.0302
H -0.9050 0.6359 2.2671
H -2.0021 2.6222 0.6767
H -2.2542 -0.5177 0.4199
*
```

Properties
SMILES   CC1(C)[C@@]2(C)CC[C@]1([N+](=O)[O-])[C@H](Br)C2=O
E_HOMO   -9.878 eV
E_tot   -3243.78268 Eh
Gap between HOMO and LUMO   9.64 eV
LUMO level   -0.2 eV
Energy above the lowest of the compared OMol25 structures with the same formula, charge and spin   1.150 eV